{"formula": "C36H44IrN2O11P2S4", "method": "ωB97M-V/def2-TZVPD", "symbols": ["Ir", "O", "S", "O", "O", "C", "C", "C", "C", "C", "C", "S", "O", "O", "O", "H", "H", "H", "H", "O", "C", "O", "C", "C", "C", "C", "C", "C", "P", "C", "C", "C", "C", "C", "C", "C", "C", "C", "C", "C", "C", "H", "H", "H", "H", "H", "H", "H", "H", "H", "H", "H", "H", "H", "H", "C", "N", "C", "C", "O", "N", "C", "C", "H", "H", "H", "H", "H", "H", "H", "H", "H", "H", "H", "H", "C", "C", "C", "O", "P", "S", "S", "O", "C", "C", "C", "H", "H", "H", "H", "H", "H", "H", "H", "H", "H", "H", "H", "H", "H"], "positions_angstrom": [[-0.266, 0.852, -0.417], [0.589, 2.890, 0.271], [-0.503, 3.182, 1.189], [-0.110, 3.910, 2.374], [-1.356, 1.998, 1.519], [-1.598, 4.279, 0.286], [-1.856, 5.499, 0.901], [-2.600, 6.472, 0.258], [-3.093, 6.229, -1.016], [-2.861, 5.007, -1.624], [-2.114, 4.023, -0.988], [-1.937, 2.479, -1.911], [-2.395, 1.401, -1.022], [-2.725, 2.677, -3.103], [-0.507, 2.313, -2.224], [-1.437, 5.659, 1.884], [-2.783, 7.420, 0.747], [-3.654, 6.996, -1.536], [-3.242, 4.776, -2.608], [2.915, 0.894, 2.773], [1.877, 0.344, 2.933], [0.712, 0.919, 2.358], [1.523, -0.855, 3.646], [2.395, -1.685, 4.358], [1.893, -2.811, 4.967], [0.534, -3.133, 4.872], [-0.329, -2.308, 4.172], [0.162, -1.169, 3.557], [-0.677, 0.200, 2.713], [-1.543, 0.990, 4.086], [-1.053, 2.146, 4.685], [-1.655, 2.627, 5.836], [-2.728, 1.955, 6.405], [-3.206, 0.793, 5.813], [-2.613, 0.307, 4.661], [-1.883, -0.667, 1.684], [-3.168, -0.142, 1.526], [-4.151, -0.902, 0.923], [-3.878, -2.197, 0.508], [-2.615, -2.738, 0.703], [-1.619, -1.982, 1.289], [3.442, -1.418, 4.425], [2.547, -3.464, 5.529], [0.167, -4.034, 5.343], [-1.378, -2.562, 4.088], [-0.242, 2.687, 4.217], [-1.291, 3.542, 6.286], [-3.193, 2.335, 7.305], [-4.047, 0.269, 6.249], [-2.985, -0.594, 4.188], [-3.380, 0.859, 1.873], [-5.135, -0.479, 0.769], [-4.646, -2.781, 0.023], [-2.408, -3.751, 0.386], [-0.635, -2.403, 1.446], [3.397, -2.058, 0.207], [3.975, -0.888, -0.446], [5.123, -0.362, 0.296], [3.013, 0.109, -0.745], [1.946, 0.153, -0.143], [3.348, 0.943, -1.752], [4.450, 0.711, -2.661], [2.543, 2.111, -2.065], [4.083, -2.896, 0.071], [2.441, -2.285, -0.263], [3.235, -1.897, 1.279], [4.824, -0.039, 1.298], [5.550, 0.494, -0.225], [5.883, -1.142, 0.374], [4.905, -0.254, -2.466], [5.207, 1.496, -2.566], [4.076, 0.729, -3.688], [1.784, 2.260, -1.304], [2.042, 1.989, -3.028], [3.196, 2.988, -2.104], [0.130, -5.042, -4.228], [0.028, -4.052, -3.079], [0.045, -4.759, -1.730], [-1.210, -3.351, -3.232], [-1.382, -1.740, -3.096], [-3.304, -1.445, -3.102], [-0.008, -1.268, -1.622], [-0.779, -1.225, -4.503], [0.405, -0.468, -4.775], [1.257, -1.303, -5.723], [0.011, 0.866, -5.385], [1.080, -5.579, -4.186], [0.052, -4.521, -5.182], [-0.691, -5.758, -4.161], [0.852, -3.334, -3.113], [-0.840, -5.390, -1.631], [0.050, -4.017, -0.933], [0.939, -5.380, -1.646], [0.946, -0.298, -3.840], [0.720, -1.451, -6.662], [1.460, -2.279, -5.279], [2.205, -0.803, -5.931], [-0.643, 0.707, -6.244], [0.906, 1.403, -5.710], [-0.514, 1.471, -4.653]], "homo_energy_ev": [-3.1, -2.7], "charge": -1, "lumo_energy_ha": [0.0572, 0.0565]}

***

{"formula": "C36H44N5P2S4Sr", "method": "ωB97M-V/def2-TZVPD", "symbols": ["Sr", "C", "C", "C", "P", "C", "C", "C", "C", "C", "C", "C", "C", "C", "N", "C", "C", "C", "C", "C", "C", "P", "C", "C", "C", "C", "C", "C", "H", "H", "H", "H", "H", "H", "H", "H", "H", "H", "H", "H", "H", "H", "H", "H", "H", "H", "H", "H", "H", "H", "H", "H", "H", "H", "H", "H", "H", "H", "H", "H", "H", "H", "H", "H", "S", "C", "S", "C", "C", "N", "C", "N", "C", "C", "N", "C", "C", "S", "C", "C", "S", "C", "N", "C", "H", "H", "H", "H", "H", "H", "H", "H"], "positions_angstrom": [[1.037, 0.406, 1.789], [-3.257, -0.064, 3.479], [-2.644, -1.299, 2.672], [-3.342, -2.614, 3.086], [-2.277, -0.720, 0.809], [-3.961, -1.050, 0.043], [-4.739, 0.227, 0.094], [-3.945, -1.544, -1.441], [-1.198, -2.073, 0.292], [-1.852, -3.304, 0.390], [-1.212, -4.551, 0.200], [0.116, -4.537, -0.087], [0.851, -3.347, -0.174], [0.177, -2.078, -0.143], [0.769, -0.865, -0.471], [1.704, -0.871, -1.481], [3.007, -1.388, -1.375], [4.030, -1.079, -2.295], [3.728, -0.328, -3.427], [2.429, 0.177, -3.596], [1.468, -0.026, -2.614], [-0.210, 0.753, -2.702], [-0.898, -0.160, -4.287], [-0.573, 0.514, -5.618], [-0.376, -1.591, -4.415], [-0.032, 2.571, -3.022], [1.169, 3.064, -3.860], [-1.414, 3.108, -3.472], [-2.910, 0.024, 4.501], [-4.346, -0.028, 3.466], [-2.912, 0.833, 2.928], [-1.569, -1.380, 3.058], [-3.347, -2.658, 4.214], [-2.860, -3.517, 2.682], [-4.394, -2.670, 2.775], [-4.443, -1.792, 0.677], [-4.580, 0.774, 0.998], [-5.821, 0.125, -0.207], [-4.356, 0.862, -0.688], [-3.779, -0.727, -2.156], [-4.855, -2.126, -1.681], [-3.101, -2.223, -1.736], [-2.917, -3.318, 0.554], [-1.755, -5.487, 0.311], [0.612, -5.448, -0.201], [1.901, -3.422, -0.348], [3.313, -1.986, -0.490], [5.086, -1.366, -2.180], [4.561, -0.241, -4.164], [2.214, 0.870, -4.428], [-1.970, -0.162, -4.094], [0.556, 0.463, -5.716], [-0.760, 1.574, -5.634], [-1.068, 0.018, -6.464], [0.331, -1.570, -5.262], [-1.181, -2.336, -4.617], [0.166, -1.998, -3.586], [0.200, 2.934, -2.005], [1.306, 2.727, -4.897], [2.191, 3.005, -3.448], [0.989, 4.176, -4.030], [-1.689, 2.849, -4.487], [-1.355, 4.183, -3.277], [-2.252, 2.782, -2.839], [3.806, 0.219, 1.106], [3.661, 1.581, 0.027], [2.016, 2.151, -0.129], [4.836, 2.180, -0.521], [4.673, 3.277, -1.336], [4.529, 4.165, -2.098], [6.115, 1.774, -0.094], [7.112, 1.350, 0.311], [-1.491, 3.624, 2.227], [-0.655, 3.275, 3.365], [0.152, 2.214, 3.334], [0.813, 1.970, 4.539], [0.489, 2.979, 5.474], [-0.681, 4.092, 4.920], [1.725, 0.922, 4.788], [2.715, 1.025, 5.752], [3.456, -0.431, 6.118], [2.408, -1.248, 4.951], [1.534, -0.424, 4.349], [2.506, -2.685, 4.707], [-1.602, 2.743, 1.563], [-1.000, 4.334, 1.530], [-2.448, 3.953, 2.591], [1.001, 3.085, 6.421], [3.032, 1.905, 6.339], [2.506, -2.854, 3.585], [1.612, -3.213, 5.126], [3.418, -3.036, 5.146]], "homo_energy_ev": -3.9, "charge": -1, "lumo_energy_ha": 0.0501}

***

Here are the calculated ΔE to the lowest compared entry with this formula, charge and spin numbers, same order: 107.8 61.7 (kcal per mole).